No. 1
Below is a gas-phase ion, C4H10N2O2 (charge -1), with properties calculated with wB97M-V/def2-TZVPD.

Its gap between HOMO and LUMO (alpha / beta) is 0.3017 / 0.2013 hartree. The calculation puts the HOMO energy (alpha / beta) at -3.94 / -3.33 eV. Its total energy is -11382.5815 eV.

The geometry in ORCA input format:
```
! wB97M-V def2-TZVPD RIJCOSX def2/J DEFGRID3
* xyz -1 2
O 1.68912 -0.33961 -1.49281
O -1.03742 -0.23543 1.55269
N -0.42708 1.00230 -0.38215
N -2.58352 -0.10108 -0.70783
C 1.81805 -0.78427 -0.18451
C -1.18932 -0.01788 -1.09549
C 1.37349 0.06662 1.04135
C -0.16358 0.57545 1.01246
H 0.48205 0.94368 -0.90310
H -0.55754 -0.87984 -0.80309
H -1.06500 0.19148 -2.14485
H 2.79910 -1.12619 0.00841
H -0.14682 1.59689 1.59769
H 1.15390 -1.67456 -0.05459
H 1.35791 -0.55135 1.96362
H 2.17010 0.83767 1.19180
H -2.62975 -0.33287 0.30295
H -3.04369 0.82898 -0.90255
*
```

No. 2
Below is 2 unconnected molecules or ions with the total composition C4H10N2O2, with properties calculated with wB97M-V/def2-TZVPD.

The SMILES is CC(N)=O.CC(N)=O. Its gap between HOMO and LUMO is 0.3874 hartree. The calculation puts the HOMO energy at -9.95 eV. Its total energy is -11386.1860 eV.

The geometry in ORCA input format:
```
! wB97M-V def2-TZVPD RIJCOSX def2/J DEFGRID3
* xyz 0 1
O -1.46540 -2.42430 -1.78899
O 1.26900 1.87263 2.62098
N -2.50497 -1.22881 -0.19526
N 0.45907 0.08995 1.47385
C 2.50651 1.17110 0.72395
C -0.93971 -0.10524 -1.74472
C 1.36383 1.10569 1.68429
C -1.70916 -1.33505 -1.33810
H -3.00300 -2.09911 -0.10849
H 3.27216 1.83105 1.11542
H -0.41262 0.30024 -0.88881
H -1.37375 0.65182 -2.39352
H -0.26138 -0.06684 2.14961
H -0.13830 -0.50019 -2.38142
H 2.26489 1.54169 -0.27648
H 0.74309 -0.62808 0.85222
H 2.94515 0.18972 0.53562
H -3.01540 -0.36625 -0.04017
*
```

No. 3
Below is C4H10N2O2 in the gas phase, with properties calculated with wB97M-V/def2-TZVPD.

The SMILES is [NH3+]/C=C(\[O-])NCCO. Its gap between HOMO and LUMO is 0.2786 hartree. The calculation puts the HOMO energy at -7.23 eV. Its total energy is -11383.0942 eV.

The geometry in ORCA input format:
```
! wB97M-V def2-TZVPD RIJCOSX def2/J DEFGRID3
* xyz 0 1
O -1.48348 -2.11393 -0.03469
O 0.49659 3.24353 -0.44350
N -1.13018 0.04899 0.60897
N 1.05779 -2.72440 -0.40907
C -0.65469 -1.23361 0.21966
C 0.73642 -1.36669 0.09526
C -0.13302 1.94856 -0.62675
C -0.55251 1.34940 0.76347
H -1.29720 1.84831 1.40202
H 1.14032 -2.62575 -1.42004
H 1.90066 -3.12174 -0.01026
H 0.20561 -3.28519 -0.25619
H -2.12224 -0.03115 0.76867
H 0.63897 1.35683 -1.13541
H 1.50246 -0.63389 0.18184
H 0.17812 3.62822 0.37748
H -0.92607 2.23328 -1.32264
H 0.44247 1.47922 1.24118
*
```

No. 4
Below is 2 unconnected molecules or ions with the total composition C4H10N2O2, with properties calculated with wB97M-V/def2-TZVPD.

The SMILES is NOC(N)=O.C=CC. Its gap between HOMO and LUMO is 0.3890 hartree. The calculation puts the HOMO energy at -9.69 eV. Its total energy is -11383.8109 eV.

The geometry in ORCA input format:
```
! wB97M-V def2-TZVPD RIJCOSX def2/J DEFGRID3
* xyz 0 1
O 1.57426 -1.52946 -1.01472
O -0.70739 -1.39686 -1.01202
N 0.51107 0.29434 -1.88500
N -0.75004 -2.75686 -0.60752
C 0.58101 -0.88600 -1.23548
C 0.71602 0.87467 1.75675
C -1.11517 1.86059 0.37695
C -0.60615 0.85276 1.06432
H 0.09846 -3.19692 -0.97542
H 1.21930 1.82697 1.60144
H 0.59015 0.71197 2.82716
H -1.14738 -0.10703 1.13154
H -0.37745 0.76480 -1.91725
H -0.65701 -2.75799 0.41019
H -0.57128 2.78133 0.22521
H 1.35575 0.07123 1.38979
H -2.08588 1.80544 -0.08767
H 1.37174 0.78703 -2.04825
*
```

No. 5
Below is a molecular structure, C4H10N2O2, with properties calculated with wB97M-V/def2-TZVPD.

Its gap between HOMO and LUMO is 0.1420 hartree. The calculation puts the HOMO energy at -7.40 eV. Its total energy is -11376.5728 eV.

The geometry in ORCA input format:
```
! wB97M-V def2-TZVPD RIJCOSX def2/J DEFGRID3
* xyz 0 1
O 2.78978 -0.03686 0.88153
O 2.70618 -0.99822 -1.23939
N -1.06118 -1.59442 0.06762
N 0.24878 0.60535 -0.08914
C -1.12707 0.47698 0.48817
C -1.96387 1.64007 -0.08996
C -0.59148 -0.34462 -0.75863
C -1.50434 -0.66573 1.22041
H 0.92994 0.15709 0.55556
H 2.52207 -0.72698 -0.17073
H -2.85487 2.05833 0.43574
H 3.59313 -0.45816 1.21093
H -2.45337 -0.95867 1.54677
H 3.60135 -0.64163 -1.18773
H -0.17278 -2.05803 0.22112
H -1.05203 -0.29055 -1.73103
H -1.30412 2.51740 -0.28861
H -2.30612 1.31861 -1.07263
*
```

No. 6
Below is 3 unconnected molecules or ions with the total composition C4H10N2O2, with properties calculated with wB97M-V/def2-TZVPD.

The SMILES is Cc1c[nH]cn1.O.O. Its gap between HOMO and LUMO is 0.3178 hartree. The calculation puts the HOMO energy at -8.27 eV. Its total energy is -11385.3746 eV.

The geometry in ORCA input format:
```
! wB97M-V def2-TZVPD RIJCOSX def2/J DEFGRID3
* xyz 0 1
O -4.06270 0.38587 -0.11955
O 1.51723 -0.40274 -2.26294
N -0.95597 -0.16442 0.22289
N 0.90005 -1.11703 0.94262
C -0.35304 -1.32363 0.56105
C 0.00831 0.82800 0.30309
C 2.52142 0.79958 0.78435
C 1.13590 0.19201 0.77560
H -1.89113 0.01776 -0.08775
H -0.21190 1.85285 0.09613
H 1.67878 -0.83662 -1.40550
H 1.21949 -1.15870 -2.78894
H 3.26135 0.04383 1.02680
H -0.76788 -2.31651 0.51921
H 2.47659 1.60118 1.52854
H -4.92292 0.80083 -0.18897
H -4.30309 -0.45386 0.27127
H 2.74951 1.25160 -0.17792
*
```

No. 7
Below is C4H10N2O2 in the gas phase, with properties calculated with wB97M-V/def2-TZVPD.

The SMILES is [H]/N=C(/N)OCOCC. Its gap between HOMO and LUMO is 0.3736 hartree. The calculation puts the HOMO energy at -9.41 eV. Its total energy is -11379.6897 eV.

The geometry in ORCA input format:
```
! wB97M-V def2-TZVPD RIJCOSX def2/J DEFGRID3
* xyz 0 1
O -0.50717 -0.14777 -1.20050
O -0.06033 -0.10102 1.05921
N -2.15013 1.28864 1.07861
N -0.43082 1.23820 2.87567
C -0.99197 0.86595 1.62320
C 1.57603 -0.95464 -1.95851
C 0.83029 0.20140 -1.10819
C -0.79113 -0.88987 -0.01093
H -2.46728 0.82624 0.12986
H 0.56469 -0.87612 -2.74751
H -1.96300 -0.77492 0.12109
H -0.56321 -1.94659 -0.03689
H 1.34172 0.13350 -0.03706
H 1.83431 -2.14355 -1.70932
H -0.57912 2.35913 2.95778
H 0.45083 0.61382 2.84203
H 2.61940 -0.91907 -2.26747
H 1.28689 1.22668 -1.61106
*
```

No. 8
Below is 2 unconnected molecules or ions with the total composition C4H10N2O2, with properties calculated with wB97M-V/def2-TZVPD.

Its gap between HOMO and LUMO is 0.3074 hartree. The calculation puts the HOMO energy at -7.53 eV. Its total energy is -11383.2638 eV.

The geometry in ORCA input format:
```
! wB97M-V def2-TZVPD RIJCOSX def2/J DEFGRID3
* xyz 0 1
O -0.79112 -1.98322 1.86600
O 0.54690 -0.20762 1.95455
N 0.09969 0.80371 -1.25702
N -0.83337 1.13949 -0.44599
C 1.13158 1.77597 -1.44301
C 0.21905 -1.22963 1.40770
C -1.86374 0.41837 -0.09394
C 0.83589 -1.80670 0.17453
H -2.58175 0.83849 0.58280
H -0.77119 2.07078 -0.00331
H 0.29197 -2.69045 -0.12250
H 1.87854 -2.05222 0.36418
H 0.79126 -1.05093 -0.61392
H 2.09896 1.35487 -1.16710
H -1.99363 -0.56852 -0.50331
H 1.17712 2.05349 -2.49658
H 0.96064 2.69408 -0.84302
H -1.19681 -1.55995 2.63995
*
```

No. 9
Below is a molecular structure, C4H10N2O2, with properties calculated with wB97M-V/def2-TZVPD.

Its gap between HOMO and LUMO (alpha / beta) is 0.3677 / 0.2613 hartree. The calculation puts the HOMO energy (alpha / beta) at -13.78 / -13.78 eV. Its total energy is -11373.4028 eV.

The geometry in ORCA input format:
```
! wB97M-V def2-TZVPD RIJCOSX def2/J DEFGRID3
* xyz 1 2
O -1.67851 1.23365 1.17524
O 3.02514 1.30380 0.07457
N 0.36047 0.36136 0.61102
N -3.15764 -0.10356 -0.36175
C 1.26651 -0.30399 -0.34485
C -1.69811 -0.31062 -0.51974
C -0.98975 0.47559 0.51053
C 2.62380 -0.36270 0.35263
H -1.55456 -1.33720 -0.82742
H 0.84663 -1.31277 -0.44429
H -3.62115 -0.97967 -0.10321
H 0.69690 1.33026 0.65109
H -3.29610 0.63271 0.35831
H 2.54500 -0.34356 1.43133
H 1.38802 0.18434 -1.30877
H 3.25716 -1.09766 -0.14576
H 3.56819 0.50762 0.15879
H -3.58203 0.12239 -1.26770
*
```

No. 10
Below is a gas-phase ion, C4H10N2O2 (charge +1), with properties calculated with wB97M-V/def2-TZVPD.

Its gap between HOMO and LUMO (alpha / beta) is 0.3644 / 0.1830 hartree. The calculation puts the HOMO energy (alpha / beta) at -13.76 / -13.73 eV. Its total energy is -11374.1870 eV.

The geometry in ORCA input format:
```
! wB97M-V def2-TZVPD RIJCOSX def2/J DEFGRID3
* xyz 1 2
O 0.88844 -1.73137 1.73766
O -2.77575 0.67779 0.31995
N 2.94271 -0.02546 0.08911
N -0.45453 -0.86916 0.12646
C 0.70530 -0.81581 0.91882
C -2.24700 0.36419 -0.93936
C -0.70360 0.17659 -0.80009
C 1.76312 0.26973 0.86933
H 2.11717 0.85824 1.71360
H -2.78298 -0.42086 -1.46121
H -0.36773 -0.05418 -1.84627
H -1.01513 -1.68837 0.51483
H 2.80437 -0.28670 -0.92919
H -3.27375 0.00667 0.72087
H -2.48998 1.51347 -1.25030
H 1.49351 1.25853 0.26144
H -0.30285 1.20334 -0.62068
H 3.69867 -0.43664 0.57503
*
```

No. 11
Below is 2 unconnected molecules or ions with the total composition C4H10N2O2, with properties calculated with wB97M-V/def2-TZVPD.

Its gap between HOMO and LUMO (alpha / beta) is 0.3697 / 0.1933 hartree. The calculation puts the HOMO energy (alpha / beta) at -13.94 / -13.93 eV. Its total energy is -11376.7280 eV.

The geometry in ORCA input format:
```
! wB97M-V def2-TZVPD RIJCOSX def2/J DEFGRID3
* xyz 1 2
O -2.42481 -1.38351 -0.14384
O 0.37266 0.85737 -0.50860
N -0.18109 -1.67631 0.11326
N 1.86879 2.16439 0.50515
C -1.50082 -2.13655 0.19791
C -1.62166 -3.38417 1.09054
C 0.91761 1.93794 -0.46692
C 0.77011 3.04197 -1.48496
H 1.66452 3.71016 -1.40431
H -1.95023 -3.02002 2.02117
H 1.70653 1.38061 1.21927
H 0.59697 -2.21317 0.45443
H -0.54109 -3.74421 1.16739
H -0.06738 -0.66344 -0.27857
H -0.12119 3.61785 -1.37819
H 0.69619 2.54376 -2.51123
H -2.28205 -4.08488 0.49340
H 2.09696 3.05221 0.91412
*
```

No. 12
Below is C4H10N2O3 in the gas phase, with properties calculated with wB97M-V/def2-TZVPD.

The SMILES is CNO[C@@](N)(O)C(C)=O. Its gap between HOMO and LUMO is 0.3853 hartree. The calculation puts the HOMO energy at -9.63 eV. Its total energy is -13430.8640 eV.

The geometry in ORCA input format:
```
! wB97M-V def2-TZVPD RIJCOSX def2/J DEFGRID3
* xyz 0 1
O 0.22076 0.00590 1.28730
O -0.24852 -0.75100 -1.99409
O 0.81611 -1.94142 0.18355
N 2.30996 -0.19417 0.21849
N -1.13030 0.52600 0.74082
C 0.46958 1.48773 -1.51784
C -2.14400 -0.37189 1.27187
C 0.22054 0.04227 -1.16402
C 0.90176 -0.53031 0.18586
H -1.21390 1.45266 1.16486
H 2.75752 -0.81342 -0.45396
H -0.46170 2.04719 -1.39908
H 0.08216 -2.14721 -0.42522
H -1.96715 -1.39099 0.91968
H -2.13639 -0.37404 2.36579
H 2.63558 -0.50570 1.13080
H -3.13323 -0.04794 0.93338
H 0.79441 1.54959 -2.55907
H 1.22682 1.95676 -0.88912
*
```